No. 1
Below is 5 unconnected molecules or ions with the total composition C38H81ClF4N2O5PS2 in a non-equilibrium geometry, with properties calculated with ωB97M-V with the def2-TZVPD basis set.

```
134
Properties=species:S:1:pos:R:3:forces:R:3
Cl 3.373 2.987 -5.925 -0.5 -0.3 1.2
S 2.436 2.903 -4.043 -1.4 3.7 2.1
S -0.426 6.991 2.192 0.1 -1.1 -0.8
P 0.361 5.391 1.354 2.5 6.6 0.9
F -4.599 -1.045 3.248 3.3 0.6 -2.0
F -2.539 -0.097 4.891 0.8 0.2 -2.7
F 1.973 2.821 0.419 -2.4 -0.3 0.2
F -3.152 -0.952 1.348 -0.8 0.5 3.1
O 0.989 3.229 -4.261 3.3 -1.6 0.2
O 3.124 3.878 -3.121 -1.3 -2.9 -2.4
O 0.632 5.820 -0.252 -0.5 -2.0 1.9
O -1.603 4.426 2.686 -1.3 -0.3 1.3
O 1.859 5.170 2.095 -2.1 -0.6 -2.3
N -0.832 4.050 1.635 1.0 -2.0 -2.5
N 0.064 2.928 -0.958 -0.2 0.8 1.4
C -4.851 1.681 -2.464 0.1 -0.1 -0.1
C 0.064 4.481 4.695 0.2 -1.2 -0.2
C 0.599 2.338 0.282 0.7 -0.9 -1.6
C 2.097 -6.265 1.736 -0.1 0.0 0.0
C -1.703 -3.757 -4.360 0.0 0.1 0.0
C 4.242 1.309 2.870 0.1 0.2 0.1
C -1.287 3.979 4.002 0.6 -0.4 3.9
C -6.631 3.947 -4.892 0.0 0.1 0.0
C 0.760 0.749 0.015 0.9 0.0 1.0
C -3.332 -0.728 2.716 0.7 0.7 1.9
C 1.524 -7.426 2.551 0.1 0.0 -0.1
C -4.206 2.790 -3.285 0.0 0.1 0.1
C -2.302 -0.184 3.510 -1.9 -1.5 -1.9
C 6.609 -1.579 3.412 -0.1 -0.1 0.0
C 4.756 -0.906 1.739 0.1 -0.1 -0.1
C 1.888 0.378 -1.049 0.1 -0.5 -0.1
C -1.772 -2.842 -1.944 0.2 0.0 0.0
C -4.837 4.163 -3.046 0.1 0.1 -0.1
C -5.956 4.885 -5.884 0.0 -0.1 -0.1
C 2.727 1.195 -3.405 0.1 -1.7 -0.7
C 2.230 -4.603 3.712 0.1 0.1 -0.1
C -6.313 4.280 -3.433 -0.1 -0.1 0.1
C 5.033 0.594 1.789 -0.1 -0.1 -0.1
C 2.941 -5.264 2.530 0.1 -0.1 0.1
C -0.279 2.664 1.615 1.6 -3.8 0.3
C -2.141 -1.414 -2.325 -0.1 0.0 0.2
C -1.408 1.498 1.784 -0.8 1.2 0.9
C -0.949 0.336 2.809 -1.5 0.4 0.8
C 1.029 -3.763 3.297 -0.1 0.0 0.2
C -2.876 -5.944 -3.778 -0.1 0.0 0.1
C -0.974 -3.568 -3.027 0.0 -0.1 0.0
C 7.571 -2.135 2.371 0.1 0.1 0.1
C 1.476 0.592 -2.582 0.5 -0.7 -0.3
C -3.030 -4.513 -4.274 0.1 0.0 -0.1
C -1.324 3.414 -0.887 -0.5 -0.5 -1.2
C 2.596 -8.315 3.168 -0.1 -0.1 0.1
C -1.799 4.137 0.439 -1.5 0.9 -0.7
C 5.141 -1.688 2.997 -0.1 0.0 0.1
H -1.323 2.841 4.188 0.0 1.6 -1.0
H -2.791 3.714 0.834 1.6 0.7 -0.6
H -4.867 4.823 -5.821 0.0 0.0 0.0
H -3.144 2.846 -3.020 0.0 0.0 -0.2
H -6.913 3.632 -2.786 0.0 0.0 0.0
H -1.942 5.259 0.257 0.0 -1.6 0.4
H -0.415 -0.531 2.308 -0.6 1.2 0.8
H 0.714 3.557 -1.443 -0.3 -0.3 0.5
H 1.329 -2.973 2.600 0.0 0.0 0.0
H -0.212 0.257 -0.340 1.3 0.9 0.7
H 2.088 -0.750 -0.924 -0.4 1.7 0.0
H -2.678 -3.402 -1.696 0.0 0.0 0.0
H 0.257 -4.370 2.818 0.0 0.1 0.0
H -2.476 -5.979 -2.762 0.0 0.0 -0.1
H 3.219 -7.764 3.877 0.0 0.0 0.0
H -6.357 2.912 -5.118 0.0 0.0 0.0
H 6.747 -2.134 4.346 0.0 0.1 0.0
H 1.104 0.291 1.017 -0.6 0.5 -1.5
H 2.904 0.872 -0.850 -1.7 -0.5 0.0
H -1.169 -2.813 -1.029 0.0 -0.1 0.0
H 0.579 -3.289 4.173 0.0 0.0 -0.1
H 4.766 1.030 0.820 0.1 0.0 0.0
H 7.360 -3.189 2.170 0.0 0.1 0.0
H -1.806 1.115 0.794 0.7 0.4 1.2
H -6.254 5.922 -5.704 0.1 0.0 0.0
H -1.490 4.134 -1.764 0.3 -1.0 1.3
H 4.898 -2.744 2.833 0.0 0.0 0.0
H -6.645 5.303 -3.222 0.0 -0.1 0.0
H 2.383 5.972 1.832 -0.5 -0.7 0.2
H 0.027 4.095 5.779 -0.1 0.7 -1.6
H -1.244 -0.822 -2.531 0.0 0.0 -0.1
H -7.715 4.014 -5.033 0.1 -0.1 0.0
H -4.782 1.898 -1.393 -0.1 0.0 0.0
H -5.903 1.547 -2.722 0.0 0.0 0.1
H -1.034 -4.290 -5.046 -0.1 0.0 0.0
H 0.508 1.162 -2.746 1.5 -0.4 0.3
H 0.860 -7.052 3.335 0.0 0.0 0.0
H -2.311 1.994 2.301 1.4 -0.7 -0.8
H 1.917 -5.356 4.442 0.0 0.0 -0.1
H -2.786 -1.384 -3.206 0.1 0.1 0.0
H -4.243 2.531 -4.346 0.0 0.0 0.0
H -1.884 -2.779 -4.820 0.0 0.0 0.0
H -4.738 4.418 -1.983 0.0 0.0 0.0
H 6.103 0.780 1.923 -0.1 0.0 0.0
H -0.048 -3.012 -3.217 0.0 0.0 0.0
H 3.287 -4.483 1.842 0.0 0.0 0.0
H 2.946 -3.955 4.229 0.0 -0.1 0.0
H -0.094 6.435 -0.503 0.5 -0.2 0.3
H 3.685 -1.061 1.552 0.0 0.0 0.0
H -0.662 -4.543 -2.639 0.0 0.0 0.0
H -3.737 -3.975 -3.634 0.0 0.0 0.0
H 3.243 -8.738 2.395 0.0 0.0 0.1
H 3.708 1.179 -2.814 -1.5 0.5 -0.8
H 3.846 -5.760 2.898 0.0 0.0 0.0
H 0.462 2.455 2.473 -1.1 1.0 -1.2
H 3.167 1.167 2.719 0.0 0.0 0.0
H -0.333 0.829 3.638 -0.6 -1.0 -1.2
H -2.208 -6.513 -4.431 0.0 0.0 0.1
H 2.921 0.511 -4.310 -0.4 1.3 1.1
H -3.846 -6.446 -3.767 0.1 0.0 0.0
H -6.243 4.623 -6.905 0.1 0.1 0.0
H 4.514 -1.364 3.835 0.0 0.0 0.0
H 7.511 -1.584 1.430 0.0 -0.1 0.0
H -2.013 2.516 -1.104 0.8 1.4 0.6
H 4.501 0.954 3.869 -0.1 0.0 -0.1
H 1.271 -5.739 1.246 0.0 0.0 0.0
H 5.275 -1.330 0.874 0.0 0.0 0.0
H -2.681 -0.934 -1.503 0.0 0.0 -0.1
H 8.599 -2.061 2.733 0.0 0.0 -0.1
H -3.479 -4.537 -5.272 0.0 0.1 0.1
H 2.715 -6.672 0.928 0.0 0.0 0.0
H 2.132 -9.143 3.709 0.1 0.0 0.0
H 4.450 2.382 2.839 -0.1 0.0 0.1
H -4.342 0.732 -2.648 -0.1 0.0 0.1
H -2.130 4.372 4.684 1.0 -0.4 -1.7
H 0.229 5.601 4.686 -0.2 -1.5 -0.1
H 1.300 -0.452 -3.036 0.2 1.6 0.6
H 0.903 -8.039 1.890 0.0 0.1 0.1
H 6.867 -0.539 3.634 0.0 0.0 0.0
H -4.256 4.916 -3.590 0.0 0.0 0.0
H 0.927 3.890 4.212 -1.0 1.3 0.7
```
Positions in Å, forces in eV/Å.

Results
- molecular weight (g/mol) = 852.6
- total charge = +1
- spin multiplicity = 1
- orbital gap (eV) = 8.90
- total energy (eV) = -108277.630

Atom charges from the Löwdin analysis, given in e for atoms 1 to 6:
1 Cl 0.349
2 S 0.437
3 S 0.416
4 P 0.461
5 F 0.075
6 F 0.031


No. 2
Below is 6 unconnected molecules or ions with the total composition C38H81N2O9 in a non-equilibrium geometry, with properties calculated with ωB97M-V with the def2-TZVPD basis set.

```
130
Properties=species:S:1:pos:R:3:forces:R:3
O 0.420 0.449 3.290 -0.1 -0.6 0.4
O -4.771 0.621 8.790 0.2 0.0 0.0
O -4.087 -4.132 -0.483 0.2 0.0 0.0
O -3.373 -3.238 -7.634 0.1 0.1 0.3
O 3.438 0.459 -0.665 0.1 0.1 -0.2
O 5.078 -2.280 -2.884 -0.9 0.5 0.9
O 4.403 -2.583 -0.775 -0.8 0.4 -0.9
O 1.223 -3.330 3.841 -0.1 -0.2 -0.1
O -1.093 2.409 7.186 0.1 -0.1 -0.3
N 0.266 4.969 1.281 0.0 -0.2 -0.8
N 0.976 0.455 -3.287 0.0 0.0 0.0
C 1.279 -0.665 -3.957 -0.1 -0.7 -1.5
C -3.392 -4.598 -7.202 0.0 0.0 -0.5
C -0.204 5.035 -0.125 -0.3 -0.1 0.8
C -0.103 1.369 -3.732 -1.1 0.5 0.1
C -0.257 3.594 -0.651 -0.6 0.5 -0.6
C 2.226 -3.436 2.837 -0.2 0.4 0.2
C -1.774 -0.431 0.440 0.7 -0.5 -0.2
C 2.739 0.034 -1.741 0.4 -0.3 0.2
C 4.954 4.578 -2.886 0.3 -0.4 -0.1
C -3.915 -4.693 0.820 -0.4 -0.1 -0.1
C -0.761 -0.020 2.683 0.3 0.0 -0.7
C 0.188 0.876 4.642 0.1 0.0 -0.6
C 4.284 2.686 -1.351 -0.2 0.3 0.3
C -1.326 -2.041 -3.655 -0.6 -1.0 -0.6
C -1.151 -3.005 -2.453 -0.4 0.5 0.6
C -2.014 -1.693 -0.425 0.0 1.0 -0.1
C -2.488 2.131 7.039 0.1 0.2 0.5
C -0.265 3.475 -2.199 0.7 -1.6 0.9
C -5.301 -1.287 10.191 0.0 -0.1 0.0
C -2.495 -5.445 -8.086 0.0 -0.1 0.1
C 5.746 5.912 -2.875 -0.3 -0.2 -0.5
C 3.639 3.386 -0.132 0.3 -0.4 0.0
C -4.551 0.026 10.068 -0.4 0.0 -0.1
C 4.254 -2.051 -2.029 1.3 -0.5 -1.1
C -4.612 -6.035 0.929 0.0 -0.1 0.0
C -0.764 -2.221 -1.172 0.0 -0.9 0.1
C -0.834 2.049 -2.557 -0.1 1.2 -0.4
C 5.482 3.516 -1.868 -0.2 0.5 -0.5
C 2.324 -1.481 -3.532 0.3 0.2 0.5
C 0.559 -1.134 -5.233 0.2 0.2 1.0
C -0.349 -2.338 -4.835 0.4 0.8 0.0
C 4.888 3.933 -4.296 -0.2 0.2 0.3
C -3.313 3.311 7.516 0.0 0.1 -0.1
C 4.623 1.222 -1.074 0.2 0.3 0.1
C -0.452 -0.519 1.258 -0.7 1.0 0.3
C 3.346 -2.453 3.100 0.2 0.1 0.0
C 3.080 -1.144 -2.422 -0.2 -0.6 0.5
C 1.693 0.791 -2.198 0.2 0.4 0.5
H -0.855 0.826 -4.310 0.5 -0.2 0.2
H 0.272 0.196 0.833 0.0 -0.4 0.1
H -2.678 1.933 5.983 0.2 0.0 0.0
H 0.435 5.706 -0.715 0.0 -0.3 0.1
H -0.212 4.164 1.676 0.1 0.3 0.5
H -5.683 -5.930 0.741 0.0 0.0 0.1
H 4.745 4.685 -5.083 0.0 -0.2 0.2
H -0.156 1.920 4.626 -0.1 -0.3 0.3
H 5.027 0.713 -1.964 0.1 0.3 0.2
H 3.914 4.791 -2.585 0.3 0.1 -0.1
H -4.221 -6.729 0.184 0.1 0.0 0.0
H -2.843 -4.805 0.988 0.0 0.1 -0.1
H -5.032 -4.023 -0.629 0.0 0.0 0.0
H -0.023 -1.527 1.232 0.0 0.2 0.2
H 0.296 2.144 -4.402 0.2 -0.3 0.2
H -2.821 -1.445 -1.134 0.2 -0.3 0.1
H 6.246 2.897 -2.368 -0.2 0.1 0.2
H -1.230 5.448 -0.149 0.3 0.0 -0.4
H -3.109 3.525 8.568 -0.1 -0.1 0.0
H 3.323 4.404 -0.396 -0.2 -0.3 0.1
H -1.482 0.817 2.614 0.1 -0.2 0.0
H -3.479 -0.137 10.172 0.0 0.1 -0.1
H -0.560 0.215 5.105 0.2 0.3 0.1
H -0.823 4.277 -2.691 0.2 -0.1 0.1
H -0.445 -3.818 -2.678 -0.1 0.3 0.0
H 0.786 3.456 -2.537 -0.3 0.6 -0.1
H -4.380 3.116 7.402 0.0 0.0 0.1
H -2.114 -3.485 -2.219 0.3 0.0 -0.2
H -0.253 -2.921 -0.490 0.0 0.3 -0.2
H 4.030 3.244 -4.350 0.3 0.0 -0.1
H -4.473 -6.469 1.920 0.0 0.0 0.0
H 0.003 -0.336 -5.731 0.1 -0.2 0.2
H 0.005 5.807 1.788 0.0 -0.2 0.1
H -4.422 -4.965 -7.228 0.0 -0.1 0.1
H 0.338 -3.136 -4.519 -0.3 0.0 -0.3
H -3.044 -4.624 -6.169 0.0 0.2 0.0
H 2.594 -4.461 2.850 -0.1 0.0 0.1
H -2.494 -6.487 -7.761 0.0 0.0 -0.1
H 3.631 -3.141 -0.587 0.0 0.3 0.4
H 5.341 1.157 -0.247 -0.2 -0.2 -0.2
H 2.574 -2.373 -4.103 -0.1 0.2 0.1
H -5.127 -1.748 11.164 0.0 0.0 0.0
H -3.688 -3.221 -8.543 0.0 0.1 0.0
H -3.057 4.209 6.950 0.0 0.0 0.0
H -1.306 -0.999 -3.306 0.1 -0.2 -0.1
H -0.863 1.427 -1.653 0.1 0.0 -0.4
H 6.690 5.873 -2.321 -0.2 -0.1 -0.1
H -1.198 3.128 -0.307 0.3 0.2 0.2
H 2.972 -1.426 3.108 0.0 0.0 -0.1
H -1.876 2.218 -2.868 0.2 -0.4 0.1
H 0.562 3.003 -0.205 -0.1 0.2 -0.2
H 3.519 2.697 -2.150 0.3 -0.1 0.0
H 4.121 -2.536 2.334 0.0 0.1 0.0
H 1.149 0.809 5.161 -0.3 0.1 0.0
H -2.828 -5.405 -9.125 -0.1 -0.1 0.0
H 5.805 3.369 -4.518 -0.2 0.2 0.0
H -0.026 -1.441 -1.432 -0.3 0.0 0.2
H -1.471 -5.069 -8.062 0.0 0.0 0.1
H -2.734 1.234 7.609 -0.2 0.0 -0.1
H 0.890 -2.425 3.822 0.1 0.0 0.1
H -2.338 -2.213 -4.053 0.2 0.3 0.1
H 5.974 6.193 -3.914 0.1 0.1 0.4
H 5.113 6.707 -2.463 0.3 -0.1 0.0
H -4.985 -1.981 9.411 0.1 0.0 0.0
H -4.310 -3.991 1.562 0.1 -0.1 0.1
H 4.353 3.493 0.699 -0.1 -0.1 -0.3
H -0.893 -2.630 -5.742 0.2 -0.2 0.3
H -4.872 0.727 10.845 0.1 -0.1 0.1
H -2.634 -0.266 1.106 0.2 -0.2 -0.2
H -2.409 -2.475 0.231 0.1 0.0 -0.3
H -5.717 0.775 8.700 0.0 0.0 0.0
H -1.688 0.483 -0.167 -0.3 -0.3 0.0
H -0.926 2.574 8.119 0.0 0.0 0.0
H 2.803 2.781 0.243 0.0 0.4 0.0
H 1.770 -3.242 1.855 0.1 -0.1 -0.1
H -1.251 -0.847 3.232 0.2 0.3 0.2
H 5.998 4.063 -1.067 -0.3 -0.4 0.1
H -6.376 -1.130 10.066 0.0 0.0 0.1
H 1.487 1.696 -1.631 -0.3 -0.2 -0.4
H 1.378 -1.436 -5.901 -0.4 -0.1 0.0
H 3.795 -2.638 4.076 0.0 -0.1 0.0
```
Positions in Å, forces in eV/Å.

Results
- molecular weight (g/mol) = 710.1
- total charge = +1
- spin multiplicity = 1
- orbital gap (eV) = 7.62
- total energy (eV) = -62119.206

Atom charges from the Löwdin analysis, given in e for atoms 1 to 6:
1 O -0.213
2 O -0.100
3 O -0.103
4 O -0.098
5 O -0.028
6 O 0.167